Computed, not measured: a molecular structure, C10H24N6O3Tm in a non-equilibrium geometry, with ωB97M-V with the def2-TZVPD basis set.

Positions of all 44 atoms, in Å:
Tm  0.19093  -0.06441  0.84058
N  -2.16521  0.65973  1.19005
C  -2.50355  1.91147  0.48146
C  -1.94942  1.84763  -0.92826
N  -0.47184  1.65415  -0.96221
C  -0.05935  1.14654  -2.30110
C  1.17432  0.24793  -2.32377
N  1.12337  -0.78425  -1.27513
C  0.17399  2.95200  -0.64457
C  1.66285  2.85610  -0.38175
N  1.92059  1.81953  0.63794
H  -2.75990  -0.09424  0.87407
H  -2.32493  0.73872  2.18471
H  -2.08373  2.74683  1.03804
H  -3.57607  2.08419  0.42113
H  -2.23894  2.74406  -1.48323
H  -2.40722  0.99715  -1.43107
H  0.10599  1.98172  -2.98967
H  -0.89491  0.57291  -2.70212
H  2.08590  0.82155  -2.19133
H  1.22413  -0.18657  -3.32150
H  2.03343  -1.21565  -1.19301
H  0.49630  -1.55304  -1.52682
H  -0.30151  3.35055  0.25237
H  -0.01172  3.66724  -1.45009
H  2.02287  3.83917  -0.07942
H  2.19696  2.60124  -1.29083
H  1.89199  2.22970  1.56534
H  2.85557  1.44628  0.55591
N  -0.50691  -3.45262  -1.32412
C  0.11252  -3.92770  -0.07319
C  -0.02569  -2.95978  1.09601
O  -0.73978  -1.84039  0.87659
N  0.55635  -3.29949  2.17049
C  0.55406  -2.35498  3.30197
C  0.87174  -0.95969  2.81282
O  1.79946  -0.81940  1.94301
O  0.08583  0.02091  2.99298
H  -1.49119  -3.28475  -1.17596
H  -0.44009  -4.17736  -2.02539
H  1.17819  -4.07601  -0.24707
H  -0.28098  -4.88794  0.26060
H  1.31893  -2.67178  4.00615
H  -0.40332  -2.32724  3.81938

Net charge: +1
E_HOMO (alpha / beta) in eV: -11.8086 / -11.8009
Frontier orbital gap (alpha / beta) in eV: 9.4 / 9.4
Multiplicity: 3
Energy relative to the best compared isomer or geometry (same formula, charge and spin) in kJ/mol: 0.0
LUMO (alpha / beta) in eV: -2.406 / -2.406
Energy in eV: -55371.7465